No. 1
46
Properties=species:S:1:pos:R:3:nbo_charge:R:1 method="wB97M-V/def2-TZVPD" largest_force_ev_per_a=0.84 charge=+2 gap_ev="5.47 / 5.48" e_above_lowest_ev=1.302
Os -0.233 -0.092 0.589 1.1732
S 1.065 -1.531 1.708 0.2472
F -1.438 5.688 -2.046 -0.2517
F 6.078 -0.280 -0.936 -0.2294
F 3.734 0.492 -2.028 -0.2501
F 1.356 -0.125 -0.748 -0.2752
F 3.822 -2.231 2.669 -0.2491
F 0.979 1.775 0.828 -0.3104
F -2.631 3.320 -1.802 -0.2691
F 6.146 -1.637 1.391 -0.2422
F 2.192 4.193 0.536 -0.2600
N -1.795 -1.410 0.143 -0.3683
N -1.365 1.223 -0.248 -0.4840
C 3.751 -0.161 -0.881 0.2964
C 0.398 5.005 -0.764 -0.2610
C -1.463 3.522 -1.211 0.3516
C -2.222 -1.846 2.613 -0.6428
C 4.995 -1.269 0.885 0.3483
C 3.804 -1.569 1.533 0.3749
C -2.683 0.776 -0.705 -0.2657
C 2.586 -1.161 0.992 -0.3700
C 4.963 -0.566 -0.317 0.3365
C -1.599 -2.110 -1.181 -0.2273
C 2.601 -0.474 -0.208 0.2969
C 0.387 2.790 0.082 0.3309
C -2.084 -2.428 1.215 -0.2400
C -0.305 -2.882 -1.336 -0.6347
C -0.832 4.755 -1.343 0.3775
C -2.996 -0.500 0.039 -0.2594
C 1.018 4.000 -0.037 0.3554
C -0.858 2.499 -0.479 -0.0115
H 0.561 -2.221 -1.337 0.1975
H -3.455 1.518 -0.505 0.2663
H -1.269 -3.150 1.194 0.2298
H -3.290 -0.246 1.056 0.2377
H -2.463 -2.764 -1.312 0.2296
H -2.086 -2.649 3.338 0.2749
H -1.455 -1.093 2.827 0.2015
H -0.156 -3.658 -0.586 0.2307
H -3.196 -1.403 2.808 0.2384
H -1.645 -1.343 -1.955 0.2135
H -2.997 -2.952 0.923 0.2331
H 0.874 5.971 -0.876 0.2918
H -3.820 -1.038 -0.431 0.2555
H -2.642 0.640 -1.789 0.2432
H -0.333 -3.381 -2.305 0.2695

=====

No. 2
30
Properties=species:S:1:pos:R:3:nbo_charge:R:1 method="wB97M-V/def2-TZVPD" largest_force_ev_per_a=2.70 charge=-1 gap_ev=10.97
As 0.301 0.523 -4.165 2.8371
Cl 2.100 -2.780 0.141 -0.0568
Cl 0.914 -0.851 3.504 -0.0583
P -2.129 1.179 1.644 2.3054
F 0.306 2.224 -4.526 -0.6384
F -1.371 0.631 -3.709 -0.6359
F 0.304 -1.166 -3.795 -0.6270
F 0.766 0.885 -2.507 -0.6601
F 1.978 0.429 -4.609 -0.6365
F -0.160 0.172 -5.803 -0.6366
O -0.777 -1.699 -1.064 -0.5214
O -2.792 1.736 0.300 -0.9597
O -0.542 1.418 1.481 -0.9826
O -2.643 1.817 2.842 -1.0934
O -2.315 -1.282 0.488 -0.4820
O -0.155 -1.813 1.099 -0.5279
C -1.064 -1.589 0.099 0.9620
C -2.420 -0.620 1.750 -0.4742
C 1.131 -1.413 0.783 0.0970
C 1.907 -0.855 2.013 -0.2151
C 2.531 0.509 1.717 -0.6205
H -3.452 -0.701 2.067 0.2343
H -2.261 2.486 0.011 0.5066
H 2.005 1.027 0.928 0.2152
H 2.559 1.089 2.630 0.2326
H -0.355 1.512 0.536 0.5061
H -1.807 -1.063 2.527 0.2512
H 3.559 0.379 1.401 0.2222
H 1.156 -0.658 0.009 0.2288
H 2.726 -1.524 2.208 0.2278

=====

No. 3
14
Properties=species:S:1:pos:R:3:nbo_charge:R:1 method="wB97M-V/def2-TZVPD" largest_force_ev_per_a=3.57 gap_ev=9.92 smiles="N/N=N/N.CO" e_above_lowest_ev=1.796
O -1.047 -1.022 -0.595 -0.7530
N 0.436 2.050 -0.084 -0.6264
N 2.107 -0.821 -0.229 -0.6499
N 1.115 1.018 -0.610 -0.0502
N 1.467 0.244 0.302 -0.1181
C -2.045 -0.833 0.384 -0.2416
H 0.053 1.841 0.835 0.3615
H 2.259 -0.724 -1.232 0.3635
H -2.972 -1.315 0.056 0.1810
H 2.931 -1.110 0.291 0.3746
H -2.229 0.237 0.520 0.1464
H -0.227 2.455 -0.737 0.3763
H -1.732 -1.300 1.322 0.1622
H -0.117 -0.720 -0.224 0.4735

=====

No. 4
8
Properties=species:S:1:pos:R:3:nbo_charge:R:1 method="wB97M-V/def2-TZVPD" largest_force_ev_per_a=8.11 gap_ev="8.93 / 8.93" smiles="[H]/N=C/P=C" e_above_lowest_ev=2.059
P 0.809 -0.668 0.643 0.6814
N -1.928 -0.395 1.110 -0.6161
C -0.919 -0.216 0.064 -0.2257
C 1.788 0.220 -0.425 -0.8031
H -2.903 -0.254 0.942 0.3465
H 1.408 0.740 -1.237 0.2004
H 2.879 0.362 -0.162 0.2333
H -1.134 0.210 -0.936 0.1834

=====

| no. | energy (a.u.) |
| --- | --- |
| 1 | -2191.3144 |
| 2 | -4744.4066 |
| 3 | -337.0564 |
| 4 | -474.5980 |